Formula: C24H62BO29
Source: the Open Molecules 2025 dataset
Level of theory: wB97M-V/def2-TZVPD

Each line ends with the Löwdin charge.
Positions of all 116 atoms, in Å:
H -16.860 -7.648 -5.352  0.121
H -19.176 -5.155 -5.269  0.088
H -13.432 -5.069 1.350  0.082
H -18.479 -7.324 -4.997  0.123
H -25.315 -16.516 -4.138  0.110
H -32.243 -14.063 -1.035  0.113
H -21.017 -18.799 2.947  0.118
O -29.810 -9.623 5.335  -0.077
O -22.040 -19.794 4.349  -0.038
H -12.211 -16.487 1.379  0.078
H -12.214 -1.723 3.312  0.115
H -19.307 -15.802 -5.784  0.076
C -22.777 -3.955 0.281  -0.244
B -20.318 -11.340 1.291  -0.829
H -15.978 -13.606 -4.748  0.104
C -22.587 -11.453 1.086  -0.373
H -28.861 -9.766 5.307  0.080
O -32.461 -12.015 -1.081  -0.070
H -18.527 -13.583 -5.256  0.103
H -13.424 -18.120 0.497  0.125
H -24.477 -3.577 0.992  0.084
O -17.003 -12.399 0.792  0.109
H -16.828 -5.261 -5.187  0.111
O -19.311 -12.435 1.192  0.212
H -18.654 -7.538 -7.329  0.086
O -23.757 -11.552 0.724  0.105
O -16.301 -9.864 6.544  -0.086
C -18.121 -11.878 0.851  -0.341
H -12.995 -10.547 2.336  0.031
H -10.554 -4.005 3.191  0.074
H -32.181 -9.874 3.310  0.085
H -21.442 -20.496 4.083  0.091
C -17.718 -7.102 -5.744  -0.271
O -17.567 -9.087 8.974  -0.073
O -22.918 -4.138 -2.141  -0.077
H -16.849 -5.549 -6.889  0.125
C -30.969 -13.236 -2.549  -0.225
O -12.457 -10.275 3.080  -0.058
O -23.028 -10.822 3.406  0.110
C -23.613 -16.757 -3.152  -0.305
C -17.463 -5.630 -5.993  -0.270
C -22.752 -3.197 -1.084  -0.234
O -12.003 -19.467 0.452  -0.069
H -11.389 -2.248 1.907  0.115
H -22.354 -3.309 1.050  0.112
C -12.512 -18.248 -0.087  -0.267
H -16.692 -7.818 6.009  0.115
H -14.821 -15.448 -5.467  0.073
H -32.134 -7.809 5.179  0.121
O -19.595 -10.149 0.767  0.256
O -18.547 -15.391 -6.204  -0.086
O -23.903 -15.025 -4.827  -0.046
H -10.613 -17.434 -0.707  0.125
H -15.741 -8.173 8.335  0.114
H -23.608 -18.010 -4.638  0.086
C -11.818 -2.621 2.838  -0.224
C -20.047 -18.445 4.683  -0.256
O -17.519 -9.626 0.269  0.118
C -11.561 -17.100 -0.286  -0.227
C -17.978 -14.523 -5.220  -0.204
H -19.395 -19.302 4.513  0.115
O -23.007 -17.669 -3.972  -0.051
H -30.298 -14.094 -2.527  0.105
O -24.106 -4.340 0.543  -0.065
H -13.007 -10.437 3.846  0.026
H -24.095 -17.349 -2.375  0.113
C -22.193 -11.062 2.537  -0.364
H -25.049 -15.091 -3.123  0.123
H -23.666 -4.707 -1.946  0.079
C -16.820 -8.166 8.184  -0.243
O -15.759 -15.616 -5.354  -0.081
O -20.879 -11.169 2.634  0.237
H -23.563 -2.470 -1.129  0.107
C -21.371 -18.666 3.970  -0.300
H -30.459 -12.325 -2.862  0.117
H -29.672 -7.726 4.690  0.106
H -16.855 -10.561 6.904  0.077
C -31.644 -13.155 -1.118  -0.226
O -32.460 -9.394 4.093  -0.077
O -11.322 -16.607 1.038  -0.076
O -12.705 -4.442 1.361  -0.075
H -13.860 -3.092 2.527  0.113
H -31.507 -13.485 -4.443  0.079
H -23.953 -15.542 -5.635  0.080
O -20.185 -18.199 6.074  -0.057
H -12.774 -18.536 -1.105  0.117
C -16.384 -14.327 -5.458  -0.200
H -12.002 -16.352 -0.945  0.117
C -24.577 -15.777 -3.827  -0.235
H -31.833 -7.610 3.440  0.109
O -31.891 -13.624 -3.574  -0.095
C -18.385 -10.439 0.533  -0.460
H -22.218 -4.885 0.180  0.124
H -19.449 -17.681 4.186  0.115
H -29.737 -8.917 3.374  0.116
H -11.685 -19.241 1.329  0.077
H -17.243 -7.173 8.338  0.106
H -17.207 -9.040 9.863  0.081
H -16.163 -13.887 -6.431  0.104
C -31.667 -8.257 4.301  -0.242
O -18.655 -4.913 -6.038  -0.053
H -21.809 -2.672 -1.235  0.112
H -12.916 -4.371 3.329  0.120
H -18.048 -8.876 6.532  0.115
H -22.812 -16.267 -2.599  0.124
H -18.257 -14.941 -4.253  0.111
C -30.156 -8.638 4.341  -0.221
H -20.837 -17.503 6.180  0.084
H -22.056 -17.832 4.127  0.129
H -33.176 -12.112 -1.714  0.084
O -17.804 -7.787 -6.958  -0.060
C -12.908 -3.622 2.537  -0.240
O -21.474 -11.684 0.407  0.220
O -10.742 -3.182 3.648  -0.078
H -30.849 -13.111 -0.374  0.120
C -17.004 -8.607 6.693  -0.205

Results
gap between HOMO and LUMO	0.33801	Eh
total energy	-85946.3944	eV
energy above the lowest of the compared OMol25 structures with the same formula, charge and spin	4.232	eV
LUMO level	1.73	eV
charge	-1